Entry 1:
This record from the Open Molecules 2025 dataset describes one molecule with the formula C5H8FN at a distorted geometry. The level of theory is the ωB97M-V functional and the def2-TZVPD basis.

Its SMILES is FC12CCN(C1)C2. As for the strongest force on any atom: 2.24 eV Å⁻¹. Its charge is 0. The HOMO-LUMO gap is 0.382 Ha. As for the total energy: -9520.5200 eV. For the LUMO energy, the calculation gives 1.02 eV. The relative energy (zero: lowest compared OMol25 entry of this formula, charge and spin) comes out at 122.4 kJ/mol.

Element x y z (Å)
F  2.07  0.22  0.01
C  0.69  0.05  -0.05
C  -0.12  1.34  -0.08
C  -1.51  0.65  0.02
N  -1.18  -0.79  0.06
C  -0.09  -0.90  -1.00
C  -0.02  -0.77  1.05
H  0.13  1.94  0.76
H  0.01  1.91  -1.06
H  -2.02  0.98  0.92
H  -2.17  0.80  -0.82
H  0.41  -1.89  -1.07
H  -0.42  -0.49  -1.99
H  0.37  -1.78  1.16
H  -0.29  -0.13  1.94

=====

Entry 2:
This record from the Open Molecules 2025 dataset describes C34H37As2ClNPtSi as an isolated structure. The level of theory is the ωB97M-V functional and the def2-TZVPD basis.

As for the strongest force on any atom: 0.73 eV Å⁻¹. Its charge is +1. The HOMO-LUMO gap (alpha / beta) is 0.258 / 0.260 Ha. As for the total energy: -182666.6328 eV. For the LUMO energy (alpha / beta), the calculation gives -2.25 / -4.64 eV. Its spin multiplicity is 3.

Element x y z (Å)
Pt  -0.39  -0.32  -1.03
C  1.60  2.53  0.06
C  2.48  1.50  -0.62
As  1.92  -0.30  -0.08
C  3.49  -1.41  -0.32
C  3.36  -2.71  -0.79
C  4.48  -3.51  -0.93
C  5.73  -3.02  -0.61
C  5.87  -1.72  -0.15
C  4.76  -0.91  -0.01
C  1.72  -0.15  1.84
C  0.48  -0.42  2.39
C  0.28  -0.31  3.76
C  1.33  0.07  4.58
C  2.58  0.34  4.03
C  2.78  0.22  2.66
As  -0.29  2.06  -0.26
C  -0.98  3.51  -1.33
C  -1.32  3.26  -2.65
C  -1.78  4.30  -3.45
C  -1.90  5.57  -2.92
C  -1.56  5.82  -1.60
C  -1.10  4.79  -0.80
C  -1.11  2.31  1.47
C  -2.39  1.78  1.65
C  -3.02  1.90  2.88
C  -2.39  2.55  3.93
C  -1.13  3.08  3.74
C  -0.49  2.97  2.52
H  1.77  3.53  -0.34
H  1.77  2.54  1.13
H  3.55  1.67  -0.45
H  2.31  1.52  -1.71
H  2.38  -3.10  -1.03
H  4.37  -4.53  -1.28
H  6.60  -3.65  -0.72
H  6.85  -1.33  0.09
H  4.89  0.10  0.34
H  -0.36  -0.71  1.75
H  -0.69  -0.52  4.18
H  1.19  0.16  5.65
H  3.41  0.63  4.66
H  3.76  0.43  2.25
H  -1.24  2.26  -3.06
H  -2.06  4.11  -4.48
H  -2.26  6.38  -3.54
H  -1.65  6.81  -1.19
H  -0.85  4.98  0.24
H  -2.89  1.26  0.84
H  -4.01  1.48  3.01
H  -2.89  2.64  4.88
H  -0.63  3.60  4.56
H  0.50  3.39  2.40
C  -2.94  -2.57  -2.51
Si  -2.65  -1.18  -1.30
C  -3.63  0.34  -1.86
C  -3.14  -1.74  0.43
H  -4.01  -2.77  -2.55
H  -2.45  -3.49  -2.21
H  -2.61  -2.32  -3.52
H  -4.67  0.19  -1.54
H  -3.63  0.41  -2.95
H  -3.30  1.29  -1.46
H  -4.23  -1.77  0.51
H  -2.77  -1.09  1.22
H  -2.77  -2.75  0.63
Cl  -1.27  -6.14  0.57
C  -0.72  -5.15  -0.73
C  -0.68  -5.63  -2.03
C  -0.24  -4.77  -3.03
C  0.13  -3.48  -2.68
N  0.09  -3.03  -1.43
C  -0.32  -3.84  -0.47
H  -0.99  -6.64  -2.25
H  -0.19  -5.10  -4.05
H  0.47  -2.78  -3.44
H  -0.33  -3.46  0.54

=====

Entry 3:
This record from the Open Molecules 2025 dataset describes a 4-piece molecular cluster, C29H41Cl2F3I2NO11 overall at a distorted geometry. The level of theory is the ωB97M-V functional and the def2-TZVPD basis.

As for the strongest force on any atom: 1.66 eV Å⁻¹. Its charge is -1. The HOMO-LUMO gap is 0.256 Ha. As for the total energy: -104148.7881 eV. For the LUMO energy, the calculation gives 1.71 eV. The relative energy (zero: lowest compared OMol25 entry of this formula, charge and spin) comes out at 0.0 kJ/mol.

Element x y z (Å)
C  -2.06  1.30  1.27
C  -2.06  0.28  0.39
C  -1.65  -1.17  0.70
C  -2.87  -1.98  0.05
O  -2.60  -3.07  -0.48
O  -3.99  -1.40  0.07
C  -1.47  -1.21  2.24
Cl  0.16  -0.80  2.73
C  -2.36  -1.47  3.19
C  -3.77  -1.83  2.88
Cl  -1.97  -1.40  4.88
N  -0.40  -1.53  0.04
C  0.38  -0.52  -0.62
C  -0.07  -0.12  -2.05
C  -0.34  1.38  -2.22
C  0.80  2.13  -2.93
C  0.70  3.65  -2.72
C  2.01  4.40  -3.05
C  2.64  5.12  -1.84
C  2.35  6.63  -1.79
C  3.56  7.48  -1.36
C  3.65  7.72  0.15
C  0.17  -2.86  0.03
I  -0.44  -4.23  1.57
C  0.07  -3.50  -1.40
C  -0.40  -4.94  -1.53
I  2.02  -3.42  -2.36
H  -1.19  1.56  1.86
H  -2.95  1.90  1.42
H  -2.37  0.41  -0.64
H  -3.79  -2.67  2.18
H  -4.29  -2.18  3.77
H  -4.33  -1.01  2.45
H  0.57  0.36  0.00
H  1.38  -0.96  -0.75
H  0.67  -0.44  -2.78
H  -0.99  -0.65  -2.27
H  -0.52  1.86  -1.26
H  -1.25  1.53  -2.82
H  0.73  1.96  -4.00
H  1.77  1.77  -2.60
H  0.41  3.86  -1.69
H  -0.09  4.02  -3.39
H  1.77  5.17  -3.78
H  2.74  3.75  -3.53
H  3.72  4.99  -1.84
H  2.24  4.67  -0.93
H  2.01  7.01  -2.75
H  1.55  6.86  -1.07
H  4.49  7.03  -1.70
H  3.50  8.46  -1.85
H  4.25  8.61  0.34
H  2.67  7.90  0.59
H  4.13  6.89  0.65
H  1.24  -2.76  0.23
H  -0.62  -2.89  -1.97
H  -0.41  -5.19  -2.59
H  -1.42  -5.04  -1.18
H  0.28  -5.66  -1.06
C  -6.52  -3.19  1.04
C  -6.83  -4.67  1.06
O  -8.22  -4.69  1.32
C  -8.75  -3.53  0.83
O  -9.91  -3.35  0.66
O  -7.77  -2.65  0.57
F  -6.18  -5.32  2.06
H  -6.32  -2.80  2.04
H  -5.69  -2.92  0.38
H  -6.63  -5.18  0.12
C  8.38  6.35  2.16
C  7.19  6.98  2.85
O  6.14  6.71  1.95
C  6.47  5.57  1.26
O  5.71  4.93  0.61
O  7.78  5.28  1.44
F  7.33  8.32  3.00
H  8.84  7.06  1.46
H  9.14  5.98  2.85
H  6.95  6.54  3.82
C  -1.51  -9.28  -0.21
C  -1.32  -9.63  1.25
O  0.01  -9.24  1.49
C  0.30  -8.21  0.62
O  1.22  -7.48  0.73
O  -0.64  -8.16  -0.35
F  -1.45  -10.97  1.47
H  -1.17  -10.09  -0.86
H  -2.53  -9.00  -0.47
H  -1.99  -9.10  1.93

=====

Entry 4:
This record from the Open Molecules 2025 dataset describes C5H12CuO7 as an isolated structure at a distorted geometry. The level of theory is the ωB97M-V functional and the def2-TZVPD basis.

As for the strongest force on any atom: 13.07 eV Å⁻¹. Its charge is -1. The HOMO-LUMO gap is 0.134 Ha. As for the total energy: -64341.5681 eV. For the LUMO energy, the calculation gives 2.64 eV. The relative energy (zero: lowest compared OMol25 entry of this formula, charge and spin) comes out at 883.8 kJ/mol.

Element x y z (Å)
Cu  -0.86  0.89  -0.32
C  -0.68  2.77  0.60
O  -0.29  3.97  0.64
O  -1.66  2.42  -0.05
O  0.17  1.86  0.69
C  -1.85  -1.60  0.02
C  -1.59  -0.73  1.31
O  -0.35  -0.01  1.26
O  -1.85  -0.88  -1.17
H  -2.87  -1.97  0.15
H  -1.18  -2.44  -0.15
H  -1.70  -1.34  2.20
H  -2.36  0.05  1.34
H  0.16  -0.19  2.05
H  -2.32  -1.50  -1.72
C  1.26  0.05  -0.20
C  2.77  -0.07  -0.42
O  3.07  -0.58  -1.74
O  0.44  0.68  -1.18
H  1.13  0.65  0.70
H  0.92  -0.97  -0.04
H  3.22  -0.74  0.31
H  3.30  0.89  -0.40
H  2.54  -1.37  -1.89
H  0.57  0.17  -1.98

=====

Entry 5:
This record from the Open Molecules 2025 dataset describes C21H45OP3SYb as an isolated structure at a distorted geometry. The level of theory is the ωB97M-V functional and the def2-TZVPD basis.

As for the strongest force on any atom: 7.38 eV Å⁻¹. Its charge is +3. The HOMO-LUMO gap (alpha / beta) is 0.185 / 0.255 Ha. As for the total energy: -94755.6279 eV. For the LUMO energy (alpha / beta), the calculation gives -8.46 / -8.47 eV. Its spin multiplicity is 2.

Element x y z (Å)
Yb  -3.41  1.71  -1.38
P  0.58  -2.50  0.00
P  0.52  -0.93  1.55
P  3.23  2.17  -1.60
H  -2.10  5.04  -4.28
C  -1.55  4.11  -4.48
C  -2.03  3.15  -5.26
H  -3.02  3.22  -5.73
C  -1.09  -3.12  -0.29
C  1.62  -3.84  0.61
C  1.26  -1.85  -1.53
C  -0.41  0.50  0.97
C  -0.28  -1.64  3.00
C  2.20  -0.46  1.98
C  4.23  3.25  -2.71
C  4.53  0.93  -1.18
C  3.30  3.20  -0.07
H  -0.49  4.17  -4.21
H  -1.38  2.38  -5.70
H  -1.73  -2.33  -0.71
H  -1.54  -3.49  0.64
H  -1.02  -3.94  -1.01
H  1.20  -4.27  1.53
H  2.64  -3.49  0.80
H  1.65  -4.62  -0.17
H  0.60  -1.09  -1.97
H  1.35  -2.69  -2.24
H  2.26  -1.41  -1.38
H  -0.21  1.35  1.64
H  -1.49  0.29  1.00
H  -0.11  0.78  -0.05
H  -0.07  -0.98  3.85
H  0.11  -2.64  3.22
H  -1.37  -1.70  2.85
H  2.18  0.01  2.97
H  2.61  0.26  1.25
H  2.86  -1.34  2.03
H  4.76  4.03  -2.14
H  3.54  3.72  -3.42
H  4.96  2.64  -3.27
H  5.50  1.42  -1.00
H  4.63  0.24  -2.03
H  4.24  0.36  -0.29
H  4.20  3.83  -0.06
H  3.26  2.57  0.82
H  2.41  3.85  -0.08
C  -1.33  1.50  -3.02
C  -1.39  2.59  -2.12
C  -2.46  3.51  -2.20
C  -3.61  3.19  -2.96
C  -3.70  1.92  -3.56
C  -2.60  1.04  -3.46
S  0.19  0.84  -3.77
H  1.13  1.71  -3.47
H  -0.48  2.88  -1.59
H  -2.38  4.49  -1.73
H  -4.39  3.94  -3.10
H  -4.58  1.66  -4.14
H  -2.65  0.07  -3.96
C  -5.25  -0.85  2.08
C  -5.30  0.55  2.73
C  -4.62  1.52  1.77
O  -4.25  0.73  0.59
C  -4.67  -0.68  0.68
H  -4.62  -1.53  2.66
H  -6.25  -1.29  2.03
H  -4.79  0.55  3.70
H  -6.34  0.86  2.90
H  -5.29  2.33  1.44
H  -3.70  1.96  2.18
H  -3.78  -1.31  0.50
H  -5.40  -0.86  -0.12

=====

Entry 6:
This record from the Open Molecules 2025 dataset describes C39H63Cl3InNO4P3Si3 as an isolated structure. The level of theory is the ωB97M-V functional and the def2-TZVPD basis.

As for the strongest force on any atom: 0.64 eV Å⁻¹. Its charge is -1. The HOMO-LUMO gap is 0.283 Ha. As for the total energy: -145393.3298 eV. For the LUMO energy, the calculation gives 2.40 eV. The relative energy (zero: lowest compared OMol25 entry of this formula, charge and spin) comes out at 115.5 kJ/mol.

Element x y z (Å)
In  0.25  -1.33  -0.85
C  4.77  2.22  1.91
C  3.42  1.92  2.56
C  3.38  2.37  4.01
P  2.88  0.19  2.08
C  4.16  -0.97  2.81
C  5.00  -0.51  4.00
C  5.09  -1.46  1.69
C  1.42  -0.10  3.17
C  1.57  -0.51  4.50
C  0.48  -0.70  5.33
C  -0.79  -0.48  4.86
C  -0.97  -0.12  3.54
C  0.11  0.05  2.66
Si  -0.30  0.50  0.87
C  -2.21  0.51  0.73
C  -2.86  1.74  0.90
C  -4.24  1.86  0.92
C  -5.02  0.73  0.80
C  -4.41  -0.50  0.64
C  -3.02  -0.64  0.56
P  -2.29  -2.32  0.29
C  -3.09  -3.31  1.66
C  -2.51  -4.72  1.72
C  -3.00  -2.64  3.03
C  -3.15  -2.96  -1.23
C  -2.33  -4.11  -1.80
C  -4.61  -3.40  -1.17
C  0.18  2.35  0.82
C  0.15  3.04  2.04
C  0.43  4.39  2.14
C  0.78  5.10  1.00
C  0.81  4.45  -0.22
C  0.51  3.09  -0.33
P  0.44  2.27  -1.96
C  -0.96  3.30  -2.69
C  -0.59  4.18  -3.88
C  -2.16  2.41  -3.01
C  2.04  2.88  -2.71
C  2.32  2.15  -4.02
C  3.16  2.59  -1.72
H  4.95  3.30  1.88
H  4.83  1.84  0.90
H  5.59  1.78  2.48
H  2.68  2.52  2.02
H  4.25  2.02  4.57
H  2.48  2.02  4.53
H  3.38  3.47  4.06
H  3.56  -1.83  3.11
H  5.72  0.26  3.71
H  5.57  -1.36  4.37
H  4.41  -0.12  4.83
H  5.75  -2.24  2.08
H  5.71  -0.65  1.31
H  4.52  -1.87  0.87
H  2.56  -0.69  4.89
H  0.64  -1.03  6.36
H  -1.65  -0.62  5.50
H  -1.98  0.02  3.16
H  -2.26  2.64  1.01
H  -4.69  2.84  1.04
H  -6.10  0.79  0.85
H  -5.04  -1.38  0.59
H  -4.14  -3.38  1.37
H  -1.46  -4.69  2.01
H  -2.59  -5.25  0.78
H  -3.05  -5.30  2.48
H  -1.97  -2.52  3.33
H  -3.50  -3.28  3.76
H  -3.49  -1.67  3.04
H  -3.06  -2.11  -1.91
H  -2.36  -4.99  -1.16
H  -1.28  -3.84  -1.95
H  -2.73  -4.41  -2.77
H  -4.74  -4.28  -0.54
H  -4.94  -3.68  -2.17
H  -5.30  -2.63  -0.82
H  -0.10  2.50  2.95
H  0.40  4.88  3.10
H  1.02  6.16  1.06
H  1.07  5.01  -1.11
H  -1.27  3.96  -1.87
H  -0.18  3.58  -4.70
H  0.15  4.94  -3.62
H  -1.48  4.69  -4.26
H  -2.02  1.88  -3.95
H  -3.07  3.02  -3.09
H  -2.32  1.66  -2.23
H  1.99  3.96  -2.91
H  2.21  1.07  -3.90
H  3.35  2.35  -4.35
H  1.66  2.47  -4.82
H  3.13  1.54  -1.40
H  3.10  3.21  -0.83
H  4.13  2.77  -2.20
O  -0.06  -3.05  2.29
N  1.15  -3.09  2.03
O  1.95  -3.63  2.79
O  1.57  -2.54  0.97
C  -3.19  -1.09  -4.30
Si  -1.31  -1.22  -4.16
C  -0.85  -2.83  -5.00
C  -0.69  0.10  -5.38
O  -0.72  -0.99  -2.67
H  -3.45  -0.96  -5.35
H  -3.58  -0.22  -3.76
H  -3.73  -1.97  -3.94
H  -1.28  -2.83  -6.01
H  -1.21  -3.71  -4.48
H  0.23  -2.93  -5.11
H  -1.53  0.64  -5.84
H  -0.11  -0.35  -6.18
H  -0.06  0.84  -4.90
Cl  2.43  -3.71  -3.82
Si  1.82  -3.23  -1.88
Cl  2.80  -4.72  -0.80
Cl  3.02  -1.40  -1.59

=====

Among the records above, which one has the highest total energy?
C5H8FN